# 1
The following is a DFT calculation (ωB97M-V/def2-TZVPD) of C8H11N5O3 as an isolated structure at a distorted geometry.

Last column: Mulliken charge in e.
Geometry (Å):
1 N -2.04802 -2.53822 -0.77056  -0.40
2 C -1.72237 -1.24701 -0.53986  0.12
3 N -0.58643 -0.59855 -0.91145  -0.53
4 C -0.59824 0.58372 -0.57282  -0.07
5 C -1.59309 1.21882 -0.06030  1.10
6 N -1.18420 2.57513 0.32724  -0.51
7 C -0.02533 2.52018 -0.05553  -0.39
8 N 0.39961 1.45047 -0.87509  0.27
9 C 1.64052 1.08002 -1.41193  -0.88
10 O 2.63392 0.54552 -0.37141  -0.29
11 C 2.35067 -0.55145 0.10499  -0.04
12 C 2.09905 -0.70466 1.50326  -0.76
13 O 0.91906 -0.65006 1.88641  -0.37
14 H 0.75255 0.54378 1.81685  0.34
15 H 2.92929 -0.15868 1.95639  0.32
16 H 2.29294 -1.85695 2.07711  0.24
17 H 1.58181 -1.36740 -0.35642  0.20
18 H 3.28016 -1.36214 -0.08872  0.29
19 H 2.25730 2.05407 -1.81951  0.24
20 H 1.47376 0.34870 -1.97673  0.77
21 H 0.68414 3.48141 -0.33001  0.23
22 C -2.99378 0.90415 0.61011  0.15
23 O -3.85854 1.38781 1.04512  -0.36
24 N -2.94261 -0.51189 0.26022  -0.33
25 H -3.73745 -0.88074 0.07767  0.19
26 H -2.72323 -3.02512 -0.36461  0.20
27 H -1.28150 -3.24088 -1.16042  0.28

ΔE to the lowest compared entry with this formula, charge and spin	816.4	kJ/mol
frontier orbital gap	8.77	eV
E_tot	-810.5776	hartree

---

# 2
The following is a DFT calculation (ωB97M-V/def2-TZVPD) of C28H33N4OReS2SbSe4Te as an isolated structure at a distorted geometry.

Last column: Mulliken charge in e.
Geometry (Å):
1 Re -1.81386 1.59990 -2.19325  0.70
2 C -3.37501 5.37695 1.80447  -0.86
3 S -3.79239 3.62505 1.71017  0.13
4 C -2.74726 3.11685 0.44576  0.47
5 S -2.94486 1.37742 -0.01833  -0.33
6 N -1.88897 3.87457 -0.12627  -1.02
7 N -1.14884 3.24327 -1.13064  0.67
8 C 0.08277 3.63312 -1.21007  -0.64
9 C 0.90861 2.86678 -2.10696  0.91
10 C 2.25032 3.14094 -2.36537  -1.00
11 C 2.94127 2.31395 -3.22381  -0.47
12 C 2.27687 1.23396 -3.80760  -0.82
13 C 0.95083 1.01742 -3.51492  -0.52
14 N 0.27418 1.80891 -2.66172  0.30
15 H -4.00853 5.78628 2.58842  0.39
16 H -3.59430 5.86192 0.85710  0.31
17 H -2.32813 5.50406 2.06590  0.26
18 H 0.44953 4.43689 -0.58541  0.49
19 H 2.72130 3.99559 -1.89959  0.56
20 H 3.97996 2.50661 -3.45432  0.49
21 H 2.78436 0.57134 -4.49421  0.51
22 H 0.38538 0.21566 -3.97272  0.54
23 Se -5.92501 2.53800 -4.33145  -0.40
24 Sb -4.14335 1.31744 -5.15826  0.90
25 Se -2.06546 2.57092 -4.36069  -0.26
26 Se -4.27744 1.76963 -1.77105  0.24
27 Se -3.67962 -0.58429 -6.36341  -0.37
28 C -1.65241 -2.51067 -2.56483  -1.52
29 C -1.58725 -1.04837 -2.28611  0.75
30 O -2.33768 -0.29361 -2.97278  -0.31
31 N -0.89397 -0.35155 -1.38356  0.20
32 Te 0.64274 -0.14122 -0.13184  1.25
33 C 2.07614 -1.69138 0.13066  0.42
34 C 2.21446 -2.86271 -0.60116  0.88
35 C 1.35054 -3.21395 -1.76892  -1.09
36 C 3.24976 -3.72688 -0.25250  -0.79
37 C 4.15646 -3.42706 0.75176  0.49
38 C 5.27241 -4.36538 1.10412  -1.60
39 C 4.02680 -2.20464 1.40735  -0.91
40 C 3.00262 -1.31782 1.12085  0.32
41 C 2.93730 -0.01491 1.87738  -1.59
42 C -0.47927 -0.36625 1.61333  0.76
43 C -0.64650 0.76696 2.42396  0.75
44 C 0.01343 2.10138 2.18906  -1.62
45 C -1.45494 0.64153 3.54846  -0.87
46 C -2.07770 -0.55529 3.88058  0.49
47 C -2.93701 -0.66887 5.10427  -1.66
48 C -1.87270 -1.65677 3.05558  -0.90
49 C -1.07295 -1.59636 1.92355  0.69
50 C -0.87523 -2.85390 1.12597  -0.99
51 H -2.56840 -2.69494 -3.12093  0.45
52 H -1.64081 -3.10281 -1.65378  0.28
53 H -0.81728 -2.81632 -3.19291  0.34
54 H 0.84867 -2.33199 -2.16168  -0.53
55 H 0.59734 -3.95920 -1.50692  0.38
56 H 1.95440 -3.63219 -2.57358  0.59
57 H 3.35425 -4.65405 -0.80426  0.45
58 H 5.18600 -5.30862 0.56951  0.38
59 H 5.27726 -4.57394 2.17413  0.39
60 H 6.23760 -3.92061 0.85708  0.35
61 H 4.75046 -1.93053 2.16643  0.47
62 H 3.78666 0.06741 2.55193  0.52
63 H 2.03602 0.05463 2.49089  0.15
64 H 2.97917 0.85707 1.21522  0.28
65 H 0.19259 2.32064 1.13640  -0.10
66 H 0.97840 2.15285 2.69883  0.46
67 H -0.60604 2.90168 2.59121  0.42
68 H -1.59232 1.50538 4.18862  0.43
69 H -3.19726 0.30956 5.50271  0.40
70 H -2.40897 -1.21999 5.88468  0.34
71 H -3.85519 -1.21438 4.88869  0.41
72 H -2.35113 -2.59790 3.30275  0.52
73 H -1.77960 -3.46058 1.14539  0.55
74 H -0.06390 -3.45048 1.54870  0.39
75 H -0.62529 -2.66214 0.08396  -0.65

ΔE to the lowest compared entry with this formula, charge and spin	75.4	kJ/mol
2S+1	2
frontier orbital gap (spin up / spin down)	6.51 / 5.80	eV
charge	+2
E_tot	-12369.1687	hartree

---

# 3
The following is a DFT calculation (ωB97M-V/def2-TZVPD) of H10O5 as an isolated structure at a distorted geometry.

Last column: Mulliken charge in e.
Geometry (Å):
1 O 0.79231 -0.16661 1.19864  -0.44
2 O 2.44446 0.23492 -0.74131  -0.73
3 O 0.25190 1.21118 -1.60551  -0.54
4 O -0.90873 0.92017 1.13161  -0.57
5 O -1.64428 -0.30086 -0.71028  -0.70
6 H 1.52227 -0.03169 0.53361  0.46
7 H 3.40191 0.33065 -0.66364  0.28
8 H -0.39155 0.52530 -1.32882  0.40
9 H -1.52634 1.50246 1.59040  0.29
10 H 0.09778 0.49546 1.02403  0.46
11 H -0.47750 -2.51786 1.05803  -0.19
12 H 1.13664 0.85306 -1.43167  0.47
13 H -0.76851 -3.11993 0.68832  0.17
14 H -1.36993 0.40163 0.24622  0.38
15 H -2.56042 -0.33789 -0.98963  0.26

ΔE to the lowest compared entry with this formula, charge and spin	1154.9	kJ/mol
frontier orbital gap	4.69	eV
E_tot	-381.7843	hartree